1.
{"formula": "C16H31O18Tl", "method": "ωB97M-V/def2-TZVPD", "max_force_ev_per_a": 2.7, "e_above_lowest_kcal_mol": 27.0, "homo_energy_ev": -15.53, "charge": 2, "lumo_energy_ev": -13.2, "symbols": ["Tl", "O", "C", "O", "O", "H", "C", "O", "C", "O", "O", "C", "H", "H", "H", "H", "H", "H", "C", "O", "C", "O", "O", "C", "H", "H", "H", "H", "H", "H", "C", "O", "C", "O", "O", "C", "H", "H", "H", "H", "H", "H", "C", "O", "C", "O", "O", "C", "H", "H", "H", "H", "H", "H", "C", "O", "C", "O", "O", "C", "H", "H", "H", "H", "H", "H"], "positions_angstrom": [[2.273, 3.668, -3.121], [0.770, -0.251, -0.646], [1.359, 0.767, -1.241], [1.031, 1.022, -2.434], [2.215, 1.522, -0.741], [0.306, -0.629, -1.439], [-2.314, 2.094, -2.916], [-2.269, 2.315, -1.503], [-1.289, 3.033, -1.030], [-0.405, 3.550, -1.678], [-1.348, 2.974, 0.301], [-0.260, 3.541, 1.061], [-1.483, 1.429, -3.202], [-2.207, 2.998, -3.509], [-3.224, 1.530, -3.073], [-0.448, 3.271, 2.092], [-0.233, 4.616, 0.882], [0.695, 3.098, 0.745], [-3.999, -1.609, -2.047], [-2.740, -1.132, -2.617], [-1.882, -2.054, -3.009], [-2.062, -3.223, -3.042], [-0.689, -1.457, -3.230], [0.439, -2.347, -3.414], [-3.762, -2.139, -1.125], [-4.468, -2.303, -2.741], [-4.631, -0.748, -1.892], [0.301, -2.955, -4.302], [0.642, -2.979, -2.540], [1.331, -1.722, -3.459], [-4.495, 0.244, 4.703], [-4.243, -0.352, 3.442], [-3.046, -0.179, 2.941], [-2.095, 0.309, 3.493], [-3.040, -0.679, 1.697], [-1.858, -0.492, 0.990], [-3.945, -0.198, 5.533], [-5.533, 0.050, 4.968], [-4.353, 1.319, 4.633], [-1.705, 0.551, 0.699], [-1.611, -1.232, 0.240], [-0.999, -0.609, 1.679], [3.889, -1.495, -1.220], [4.494, -2.668, -1.623], [4.253, -3.096, -2.847], [3.472, -2.559, -3.611], [5.023, -4.111, -3.144], [4.783, -4.807, -4.381], [4.516, -0.979, -0.500], [2.962, -1.702, -0.674], [3.625, -0.863, -2.068], [3.720, -4.764, -4.618], [5.048, -5.850, -4.283], [5.319, -4.288, -5.169], [2.419, 0.957, 2.732], [1.609, 1.936, 3.311], [1.057, 1.760, 4.523], [1.128, 0.749, 5.156], [0.423, 2.868, 4.827], [0.022, 2.996, 6.201], [3.278, 0.679, 3.335], [2.734, 1.365, 1.755], [1.801, 0.085, 2.478], [-1.025, 2.712, 6.310], [0.113, 4.048, 6.460], [0.616, 2.415, 6.900]], "mulliken_charge": [0.921, -0.200, 1.164, -0.563, -0.521, 0.013, -0.479, -0.238, 0.763, -0.549, -0.260, -0.430, 0.130, 0.351, 0.184, 0.086, 0.393, 0.177, -0.755, -0.117, 0.693, -0.485, -0.201, -0.835, 0.312, 0.355, 0.244, 0.518, 0.316, 0.223, -0.652, -0.343, 0.700, -0.462, -0.242, -0.710, 0.307, 0.247, 0.317, 0.412, 0.240, 0.409, -0.594, -0.292, 0.871, -0.546, -0.332, -0.622, 0.310, 0.251, 0.318, 0.292, 0.258, 0.299, -0.527, -0.213, 0.910, -0.455, -0.274, -0.745, 0.408, 0.057, 0.265, 0.296, 0.253, 0.373]}

=====

2.
{"formula": "C10H11BrPS", "method": "ωB97M-V/def2-TZVPD", "max_force_ev_per_a": 4.3, "e_above_lowest_kcal_mol": 0.0, "homo_energy_ev": -13.14, "charge": 1, "lumo_energy_ev": -3.8, "symbols": ["C", "C", "C", "C", "C", "C", "C", "C", "C", "C", "P", "S", "Br", "H", "H", "H", "H", "H", "H", "H", "H", "H", "H", "H"], "positions_angstrom": [[2.872, -1.464, 2.237], [1.865, -0.494, 2.188], [2.860, -2.317, 1.177], [1.232, -0.460, 1.017], [-2.435, 1.405, -0.405], [-1.487, 2.171, -0.953], [-1.535, -0.689, -1.288], [-0.508, 0.137, -2.014], [-1.906, 0.109, 0.025], [-0.209, 1.461, -1.188], [-0.128, 0.659, 0.472], [1.781, -1.774, -0.002], [-0.021, 2.271, 1.979], [3.323, -1.794, 3.142], [1.682, 0.301, 2.890], [3.638, -3.064, 1.010], [-3.472, 1.669, -0.277], [-1.459, 3.162, -1.382], [-2.352, -0.847, -1.993], [-1.426, -1.781, -0.991], [0.447, -0.472, -2.048], [-0.871, 0.319, -2.952], [-2.511, -0.508, 0.776], [0.622, 2.000, -1.420]], "mulliken_charge": [-0.602, -0.393, -0.311, 0.352, -0.548, -0.677, -0.636, -0.862, -0.055, -0.267, 0.709, -0.083, -0.225, 0.382, 0.307, 0.400, 0.490, 0.456, 0.335, 0.279, 0.205, 0.564, 0.505, 0.675]}

=====

3.
{"formula": "C53H54BrCsNOP2S4", "method": "ωB97M-V/def2-TZVPD", "max_force_ev_per_a": 2.8, "e_above_lowest_kcal_mol": 42.5, "homo_energy_ev": -9.04, "charge": 1, "lumo_energy_ev": -2.4, "symbols": ["Cs", "C", "C", "S", "C", "C", "S", "C", "C", "S", "C", "C", "S", "H", "H", "H", "H", "H", "H", "H", "H", "H", "H", "H", "H", "H", "H", "H", "H", "C", "C", "C", "C", "C", "Br", "N", "C", "H", "H", "H", "H", "H", "H", "C", "C", "C", "C", "C", "C", "C", "C", "P", "C", "C", "C", "C", "C", "C", "C", "C", "C", "C", "C", "C", "C", "O", "C", "C", "C", "C", "C", "C", "P", "C", "C", "C", "C", "C", "C", "C", "C", "C", "C", "C", "C", "H", "H", "H", "H", "H", "H", "H", "H", "H", "H", "H", "H", "H", "H", "H", "H", "H", "H", "H", "H", "H", "H", "H", "H", "H", "H", "H", "H", "H", "H", "H", "H"], "positions_angstrom": [[-11.113, -14.763, -6.812], [-13.105, -10.570, -4.147], [-11.704, -10.277, -4.608], [-11.318, -10.794, -6.339], [-12.286, -9.638, -7.366], [-12.070, -9.994, -8.838], [-12.729, -11.605, -9.209], [-14.506, -11.452, -8.754], [-15.168, -12.717, -8.282], [-14.572, -13.425, -6.683], [-15.456, -12.317, -5.576], [-15.084, -12.512, -4.151], [-13.267, -12.308, -3.782], [-13.790, -10.248, -4.921], [-13.364, -9.989, -3.231], [-10.912, -10.716, -4.029], [-11.466, -9.234, -4.570], [-11.970, -8.576, -7.250], [-13.391, -9.779, -7.169], [-11.002, -10.039, -9.081], [-12.489, -9.143, -9.455], [-15.099, -11.177, -9.613], [-14.594, -10.675, -7.959], [-15.071, -13.448, -9.113], [-16.228, -12.442, -8.176], [-16.494, -12.542, -5.730], [-15.341, -11.301, -5.931], [-15.272, -13.595, -3.865], [-15.694, -11.972, -3.460], [-8.251, -18.382, -10.711], [-9.361, -18.491, -9.667], [-10.427, -19.333, -9.852], [-11.473, -19.321, -8.893], [-11.340, -18.477, -7.794], [-15.244, -19.947, -9.875], [-10.271, -17.750, -7.558], [-9.341, -17.748, -8.491], [-8.529, -17.640, -11.411], [-8.026, -19.368, -11.205], [-7.337, -18.063, -10.237], [-10.614, -19.893, -10.765], [-12.427, -19.860, -9.067], [-8.448, -17.154, -8.311], [-17.831, -17.230, -9.716], [-16.891, -16.420, -8.843], [-17.729, -15.302, -8.120], [-16.275, -17.318, -7.793], [-17.129, -18.050, -6.954], [-16.616, -18.951, -6.017], [-15.218, -19.106, -5.903], [-14.346, -18.413, -6.729], [-12.586, -18.653, -6.437], [-12.368, -20.389, -6.076], [-12.868, -21.224, -7.048], [-12.852, -22.608, -6.934], [-12.181, -23.156, -5.836], [-11.591, -22.287, -4.924], [-11.758, -20.913, -4.943], [-12.116, -17.583, -4.958], [-10.758, -17.508, -4.553], [-10.442, -16.661, -3.489], [-11.403, -15.858, -2.887], [-12.705, -15.953, -3.334], [-13.088, -16.824, -4.354], [-14.882, -17.494, -7.658], [-13.974, -16.833, -8.469], [-14.423, -16.049, -9.530], [-13.428, -15.462, -10.349], [-13.866, -14.483, -11.284], [-15.225, -14.159, -11.406], [-16.182, -14.874, -10.682], [-15.794, -15.768, -9.683], [-11.753, -16.148, -10.454], [-11.926, -17.265, -11.918], [-10.916, -17.462, -12.868], [-11.019, -18.557, -13.787], [-12.134, -19.373, -13.735], [-13.153, -19.181, -12.775], [-13.056, -18.082, -11.954], [-10.862, -14.736, -11.157], [-9.798, -14.148, -10.393], [-9.149, -13.059, -10.941], [-9.499, -12.540, -12.210], [-10.514, -13.080, -12.932], [-11.136, -14.272, -12.452], [-18.625, -17.709, -9.119], [-17.259, -18.066, -10.156], [-18.375, -16.571, -10.399], [-18.535, -15.821, -7.597], [-18.293, -14.727, -8.803], [-17.146, -14.675, -7.444], [-18.197, -18.016, -7.185], [-17.289, -19.459, -5.309], [-14.854, -19.828, -5.225], [-13.440, -20.790, -7.848], [-13.285, -23.206, -7.759], [-12.039, -24.175, -5.663], [-11.052, -22.782, -4.079], [-11.364, -20.295, -4.140], [-9.947, -17.976, -5.161], [-9.389, -16.678, -3.137], [-11.199, -15.148, -2.161], [-13.372, -15.235, -2.899], [-14.140, -16.841, -4.558], [-13.114, -13.874, -11.793], [-15.530, -13.423, -12.137], [-17.243, -14.621, -10.890], [-9.985, -16.823, -12.873], [-10.276, -18.628, -14.575], [-12.178, -20.154, -14.445], [-13.983, -19.874, -12.652], [-13.851, -17.985, -11.251], [-9.490, -14.627, -9.474], [-8.393, -12.508, -10.441], [-8.991, -11.609, -12.550], [-10.836, -12.658, -13.882], [-11.851, -14.766, -13.053]], "mulliken_charge": [1.565, -0.463, -1.068, 0.077, -0.447, -1.084, 0.386, -1.400, -0.119, 0.443, -1.223, -0.960, 0.025, 0.132, 0.409, 0.474, 0.475, 0.485, 0.148, 0.342, 0.368, 0.516, 0.316, -0.610, 0.691, 0.537, 0.469, 0.305, 0.618, -1.523, 0.809, -0.989, 0.117, 0.625, -0.632, -0.098, -0.941, 0.148, 0.351, 0.481, 0.361, 0.123, 0.396, -1.692, 1.485, -2.093, 0.570, -0.360, -1.722, -0.815, 0.730, 1.919, 0.382, -0.081, -1.106, -0.611, -0.671, -0.684, 0.420, -0.081, -0.664, -0.990, -0.834, -0.292, -0.413, 0.838, -0.874, 0.973, -0.893, -1.797, -0.271, 0.721, 1.807, 0.291, -0.335, -1.075, -0.667, -0.784, -0.170, 0.925, -1.040, -0.633, -0.594, -0.769, -0.915, 0.450, 0.213, 0.452, 0.542, 0.489, 0.147, 0.356, 0.391, 0.719, -0.027, 0.458, 0.488, 0.338, 0.397, 0.271, 0.379, 0.596, 0.605, 0.384, 0.434, 0.463, 0.275, 0.440, 0.450, 0.444, 0.494, 0.010, 0.541, 0.510, 0.340, 0.454, 0.729]}

=====

4.
{"formula": "C6H16FO2Rb2", "method": "ωB97M-V/def2-TZVPD", "max_force_ev_per_a": 2.1, "e_above_lowest_kcal_mol": 95.0, "homo_energy_ev": -10.32, "charge": 1, "lumo_energy_ev": -3.9, "symbols": ["Rb", "Rb", "F", "C", "C", "C", "O", "H", "H", "H", "H", "H", "H", "H", "H", "C", "C", "C", "O", "H", "H", "H", "H", "H", "H", "H", "H"], "positions_angstrom": [[3.338, -0.099, 5.351], [6.216, -2.038, 0.204], [2.297, -1.433, 1.664], [0.876, 5.211, 1.608], [0.681, 3.631, 1.637], [-0.437, 3.119, 0.776], [1.858, 2.891, 1.263], [0.143, 5.779, 2.180], [0.814, 5.633, 0.605], [1.794, 5.514, 2.110], [0.402, 3.275, 2.629], [-1.376, 3.602, 1.047], [-0.618, 2.068, 0.998], [-0.252, 3.333, -0.277], [1.608, 1.965, 1.288], [-1.658, -3.520, -3.289], [-1.324, -3.057, -1.886], [-1.824, -4.073, -0.823], [0.033, -2.791, -1.820], [-0.949, -4.325, -3.481], [-1.382, -2.856, -4.109], [-2.674, -3.911, -3.339], [-1.845, -2.124, -1.675], [-2.884, -4.284, -0.965], [-1.739, -3.900, 0.250], [-1.320, -5.014, -1.046], [0.218, -2.596, -0.899]], "mulliken_charge": [0.971, 0.983, -0.965, -1.229, 0.613, -1.352, -0.570, 0.365, 0.314, 0.328, 0.140, 0.323, 0.415, 0.334, 0.324, -1.292, 0.579, -1.288, -0.530, 0.338, 0.330, 0.338, 0.189, 0.335, 0.376, 0.332, 0.301]}

=====

5.
{"formula": "C6H6N", "method": "ωB97M-V/def2-TZVPD", "max_force_ev_per_a": 3.0, "e_above_lowest_kcal_mol": 36.0, "homo_energy_ev": -15.44, "charge": 1, "lumo_energy_ev": -6.5, "symbols": ["C", "C", "C", "C", "C", "C", "N", "H", "H", "H", "H", "H", "H"], "positions_angstrom": [[0.258, 1.340, -1.918], [1.381, 0.730, -1.350], [-0.951, 0.983, -1.275], [1.091, -0.029, -0.277], [0.060, -0.425, 0.483], [-0.161, -1.048, 1.767], [-0.884, 0.188, -0.233], [0.502, 2.187, -2.443], [2.268, 0.981, -1.880], [-2.032, 1.341, -1.452], [-0.172, -0.265, 2.541], [-1.077, -1.652, 2.018], [0.661, -1.748, 1.981]], "mulliken_charge": [-0.354, -0.315, -0.214, 0.428, 0.604, -1.149, -0.228, 0.440, 0.427, 0.373, 0.301, 0.356, 0.331]}

=====

6.
{"formula": "C2H3N3O", "method": "ωB97M-V/def2-TZVPD", "smiles": "Oc1cnn[nH]1", "max_force_ev_per_a": 7.9, "e_above_lowest_kcal_mol": 48.8, "homo_energy_ev": -9.26, "lumo_energy_ev": 0.3, "symbols": ["O", "C", "N", "N", "N", "C", "H", "H", "H"], "positions_angstrom": [[1.249, -0.198, 1.323], [0.293, -0.102, 0.395], [0.408, 0.343, -0.804], [-0.776, 0.380, -1.527], [-1.634, -0.139, -0.712], [-1.032, -0.469, 0.457], [2.115, 0.023, 0.951], [0.932, 1.102, -1.356], [-1.554, -0.940, 1.274]], "mulliken_charge": [-0.487, 0.723, 0.099, -0.531, -0.248, -0.617, 0.331, 0.322, 0.409]}

=====

7.
{"formula": "C5H10NOS", "method": "ωB97M-V/def2-TZVPD", "max_force_ev_per_a": 4.8, "e_above_lowest_kcal_mol": 53.6, "homo_energy_ev": -12.00, "charge": 1, "lumo_energy_ev": -5.4, "symbols": ["C", "C", "C", "C", "C", "N", "O", "S", "H", "H", "H", "H", "H", "H", "H", "H", "H", "H"], "positions_angstrom": [[0.885, -0.578, 2.145], [-1.153, -0.397, -1.100], [-0.867, -1.442, 0.151], [-0.159, 0.681, -1.168], [1.134, 0.516, -0.833], [-0.714, 1.933, -1.319], [1.354, 0.330, 2.951], [-0.715, -0.410, 1.657], [-1.173, -0.895, -2.045], [-2.216, -0.030, -0.795], [-1.863, -2.029, 0.294], [-0.030, -2.019, 0.076], [2.035, 1.213, -0.893], [1.525, -0.546, -0.679], [1.618, -1.194, 1.649], [2.287, 0.321, 3.027], [-1.635, 1.987, -1.084], [-0.313, 2.557, -2.034]], "mulliken_charge": [0.203, -0.654, -0.775, 0.324, -0.747, -0.400, -0.336, 0.111, 0.333, 0.362, 0.404, 0.471, 0.257, 0.266, 0.367, 0.382, 0.188, 0.245]}

=====

8.
{"formula": "C3H4FN", "method": "ωB97M-V/def2-TZVPD", "smiles": "N#CCCF", "max_force_ev_per_a": 10.0, "e_above_lowest_kcal_mol": 39.2, "homo_energy_ev": -11.24, "lumo_energy_ev": 0.4, "symbols": ["C", "C", "C", "H", "H", "H", "H", "N", "F"], "positions_angstrom": [[-0.965, -0.064, 0.292], [0.272, 0.551, -0.209], [1.347, -0.325, 0.227], [-1.328, -0.099, 1.404], [-1.746, 0.412, -0.535], [0.471, 0.245, -1.282], [0.309, 1.609, 0.161], [2.457, -0.842, 0.063], [-0.817, -1.487, -0.121]], "mulliken_charge": [-0.226, -0.254, 0.226, 0.287, 0.206, 0.209, 0.342, -0.491, -0.299]}